*a*
Molecular formula: C7H14N3
Method: DFT, ωB97M-V with the def2-TZVPD basis set

Last column: Mulliken charge in e.
CARTESIAN COORDINATES (ANGSTROEM)
C (-0.842, 0.179, -0.515)  0.529
C (2.076, -0.225, 0.128)  -0.458
C (1.556, -0.127, 1.586)  -0.800
C (1.615, 1.106, -0.513)  -0.783
C (-0.975, 0.321, 1.781)  -0.993
C (0.399, 0.863, 1.421)  0.269
C (-2.029, -1.041, -2.213)  -0.812
N (0.218, 1.278, -0.015)  -0.297
N (-1.407, -0.370, 0.519)  -0.120
N (-1.158, -0.015, -1.802)  -0.103
H (3.171, -0.554, -0.065)  0.394
H (1.478, -0.970, -0.437)  0.229
H (1.274, -1.183, 1.864)  0.280
H (2.288, 0.237, 2.350)  0.359
H (2.169, 1.980, -0.187)  0.382
H (1.709, 0.955, -1.590)  0.349
H (-0.972, -0.535, 2.509)  0.379
H (-1.713, 0.977, 2.164)  0.334
H (0.750, 1.726, 1.984)  0.581
H (-2.608, -1.553, -1.331)  0.231
H (-2.720, -0.645, -3.009)  0.307
H (-1.542, -1.895, -2.657)  0.339
H (-2.021, -1.166, 0.379)  0.177
H (-0.719, 0.658, -2.351)  0.227

* structure (SMILES): C/[NH+]=C1\NC[C@H]2CCCN12
* LUMO energy: -2.75 eV
* HOMO-LUMO gap: 11.18 eV
* HOMO level: -13.933 eV
* charge: +1
* M: 140.21 g/mol



*b*
Molecular formula: C7H14N3
Method: DFT, ωB97M-V with the def2-TZVPD basis set

Last column: Mulliken charge in e.
CARTESIAN COORDINATES (ANGSTROEM)
C (-2.943, 0.507, -0.566)  0.018
C (-1.167, -0.748, 0.331)  0.906
C (-0.839, -2.127, 0.957)  -1.350
C (2.153, -0.475, 0.050)  -1.720
C (1.061, 1.695, 0.797)  -1.649
C (1.162, 1.008, -1.636)  -1.426
C (1.000, 0.483, -0.181)  1.441
N (-2.256, 1.364, -1.034)  -0.318
N (-2.529, -0.658, 0.064)  -0.168
N (-0.269, 0.073, 0.098)  -0.105
H (-3.968, 0.652, -0.391)  0.409
H (-1.678, -2.719, 1.388)  0.379
H (-0.368, -2.678, 0.124)  0.322
H (-0.151, -2.192, 1.779)  0.373
H (2.914, -0.151, -0.568)  0.489
H (2.456, -0.489, 1.109)  0.346
H (1.911, -1.499, -0.126)  0.410
H (1.193, 1.378, 1.863)  0.406
H (1.946, 2.234, 0.529)  0.480
H (0.121, 2.273, 0.777)  0.412
H (2.113, 0.791, -2.109)  0.382
H (0.322, 0.551, -2.111)  0.401
H (0.951, 2.127, -1.518)  0.344
H (-3.134, -1.401, 0.375)  0.216

* LUMO energy (spin up / spin down): -5.19 / -6.82 eV
* HOMO-LUMO gap (spin up / spin down): 9.36 / 7.71 eV
* HOMO level (spin up / spin down): -14.553 / -14.526 eV
* charge: +1
* M: 140.21 g/mol



*c*
Molecular formula: C7H14N3
Method: DFT, ωB97M-V with the def2-TZVPD basis set

Last column: Mulliken charge in e.
CARTESIAN COORDINATES (ANGSTROEM)
C (1.634, -1.010, -2.472)  -0.120
C (-1.361, 0.228, -0.618)  -0.887
C (-1.156, 1.026, 0.748)  -0.883
C (0.032, 0.153, -1.291)  -0.117
C (-0.229, 0.234, 1.604)  0.137
C (0.884, -0.648, -0.349)  -0.417
C (0.076, 0.859, 2.971)  -1.139
N (2.116, -1.060, -1.359)  -0.365
N (1.023, -0.066, 0.893)  -0.326
N (0.103, -0.685, -2.480)  -0.056
H (1.972, -1.558, -3.372)  0.380
H (-1.826, -0.706, -0.362)  0.332
H (-2.084, 0.820, -1.134)  0.405
H (-0.627, 1.922, 0.557)  0.413
H (-2.134, 1.258, 1.101)  0.442
H (0.512, 1.152, -1.604)  0.280
H (-0.762, -0.693, 1.725)  0.274
H (0.387, -1.576, -0.424)  0.596
H (0.563, 1.915, 2.878)  0.305
H (0.680, 0.011, 3.499)  0.357
H (-0.955, 0.910, 3.573)  0.309
H (1.680, -0.649, 1.498)  0.349
H (-0.239, -0.247, -3.344)  0.353
H (-0.287, -1.591, -2.240)  0.379

* structure (SMILES): C[C@H]1CC[C@@H]2[NH2+]C=N[C@H]2N1
* LUMO energy: -3.31 eV
* HOMO-LUMO gap: 9.91 eV
* HOMO level: -13.214 eV
* charge: +1
* M: 140.21 g/mol



Pick *a*: it beats the second-best structure by 163.1 kJ/mol.



*a*
Molecular formula: C4H10N2O2S
Method: DFT, ωB97M-V with the def2-TZVPD basis set

Last column: Mulliken charge in e.
CARTESIAN COORDINATES (ANGSTROEM)
C (-0.345, 1.006, -0.413)  -1.313
C (0.145, -0.561, -0.341)  1.557
C (-0.244, -1.136, -1.698)  -1.483
C (1.658, -0.570, -0.034)  -1.594
N (-0.141, 1.788, 0.772)  -0.212
N (-0.509, -1.199, 0.738)  -0.874
O (-2.395, 1.422, 1.788)  -0.488
O (-0.373, 1.417, 3.364)  -0.535
S (-1.005, 1.045, 2.106)  0.855
H (0.280, 1.247, -1.254)  0.509
H (-1.360, 0.691, -0.674)  0.550
H (0.195, -0.518, -2.350)  0.454
H (-1.390, -1.256, -1.662)  0.365
H (0.114, -2.235, -1.838)  0.337
H (1.935, -1.619, 0.004)  0.430
H (2.008, -0.057, 0.849)  0.330
H (2.122, -0.355, -0.928)  0.469
H (0.819, 2.071, 0.851)  0.332
H (-1.514, -1.182, 0.721)  0.310

* LUMO energy (spin up / spin down): -1.07 / -1.91 eV
* HOMO-LUMO gap (spin up / spin down): 8.64 / 7.67 eV
* HOMO level (spin up / spin down): -9.719 / -9.574 eV
* M: 150.20 g/mol



*b*
Molecular formula: C4H10N2O2S
Method: DFT, ωB97M-V with the def2-TZVPD basis set

Last column: Mulliken charge in e.
CARTESIAN COORDINATES (ANGSTROEM)
C (0.845, 0.247, -0.792)  -0.118
C (0.526, 1.282, 0.370)  0.280
C (1.994, -0.784, -0.180)  -1.491
C (-1.785, -1.468, 0.852)  -0.732
N (-0.751, 0.974, 0.974)  -0.574
N (-0.410, -0.371, -1.225)  -0.436
O (-2.815, 0.336, -0.604)  -0.739
O (0.567, 2.554, -0.202)  -0.528
S (-1.495, 0.076, -0.034)  0.954
H (1.410, 0.752, -1.516)  0.397
H (1.258, 1.162, 1.302)  0.214
H (1.692, -1.163, 0.822)  0.310
H (2.754, -0.120, -0.172)  0.547
H (2.092, -1.621, -0.862)  0.348
H (-0.762, -1.717, 0.587)  0.174
H (-1.990, -1.029, 1.851)  0.294
H (-2.423, -2.209, 0.521)  0.351
H (-0.735, 0.020, -2.106)  0.369
H (0.029, 3.082, 0.416)  0.379

* LUMO energy: 0.82 eV
* HOMO-LUMO gap: 10.69 eV
* HOMO level: -9.870 eV
* M: 150.20 g/mol



*c*
Molecular formula: C4H10N2O2S
Method: DFT, ωB97M-V with the def2-TZVPD basis set

Last column: Mulliken charge in e.
CARTESIAN COORDINATES (ANGSTROEM)
C (2.902, 0.083, -0.280)  -0.221
C (3.170, 0.119, 1.024)  -0.562
C (0.248, 1.821, -0.685)  -0.772
C (-0.871, 0.012, 0.346)  -0.337
N (-3.439, -0.889, 0.517)  -0.520
N (-0.557, 0.714, -0.708)  0.011
O (-1.668, -2.457, 0.636)  -0.708
O (-2.037, -1.384, -1.574)  -0.676
S (-1.973, -1.247, -0.137)  1.104
H (1.903, 0.160, -0.535)  0.030
H (3.587, -0.162, -1.069)  0.271
H (2.537, 0.197, 1.821)  0.274
H (0.446, 2.109, -1.663)  0.340
H (0.716, 2.056, 0.250)  0.396
H (4.137, 0.084, 1.369)  0.279
H (-0.624, 0.378, 1.350)  0.292
H (-3.787, -1.671, 1.088)  0.286
H (-3.953, -0.213, -0.134)  0.252
H (-0.736, 0.290, -1.616)  0.262

* LUMO energy: 0.30 eV
* HOMO-LUMO gap: 8.17 eV
* HOMO level: -7.872 eV
* M: 150.20 g/mol



Pick *b*: it beats the second-best structure by 116.1 kJ/mol.



*a*
Molecular formula: C4H11NO4S
Method: DFT, ωB97M-V with the def2-TZVPD basis set

Last column: Mulliken charge in e.
CARTESIAN COORDINATES (ANGSTROEM)
C (2.171, 1.520, 0.097)  -1.036
C (1.180, 0.656, -2.555)  -0.779
C (-0.861, -0.088, -1.660)  -0.657
C (0.793, 0.853, -0.029)  0.651
N (0.498, 0.270, -1.300)  0.065
O (-2.644, -1.688, 1.327)  -0.518
O (-0.696, -2.504, 2.806)  -0.530
O (-2.578, -1.192, 3.842)  -0.482
O (0.012, 0.916, 0.936)  -0.571
S (-1.733, -1.204, 2.368)  0.838
H (2.656, 0.662, 0.772)  0.231
H (2.132, 2.325, 0.784)  0.328
H (2.909, 1.710, -0.665)  0.333
H (1.265, -0.269, -3.184)  0.269
H (0.540, 1.413, -3.162)  0.263
H (2.174, 1.024, -2.272)  0.279
H (-1.302, -0.500, -0.649)  0.047
H (-1.362, 0.825, -2.130)  0.320
H (-0.827, -0.928, -2.437)  0.297
H (-3.314, -0.639, 3.590)  0.328
H (-1.013, -3.162, 3.522)  0.324

* LUMO energy: 0.77 eV
* HOMO-LUMO gap: 10.10 eV
* HOMO level: -9.331 eV
* M: 169.20 g/mol



*b*
Molecular formula: C4H11NO4S
Method: DFT, ωB97M-V with the def2-TZVPD basis set

Last column: Mulliken charge in e.
CARTESIAN COORDINATES (ANGSTROEM)
C (-2.103, 0.702, 0.333)  -0.969
C (3.348, 1.066, -1.096)  -0.693
C (0.069, -1.327, -0.552)  -1.011
C (-1.804, -0.463, 1.257)  0.862
N (-2.629, -1.587, 1.182)  -0.446
O (0.414, 1.113, -1.642)  -0.649
O (0.952, 1.011, 0.675)  -0.469
O (-0.914, -0.527, 2.050)  -0.685
O (2.540, -0.035, -0.877)  -0.270
S (0.942, 0.121, -0.692)  1.127
H (-3.172, 0.663, -0.001)  0.361
H (-1.900, 1.653, 0.775)  0.278
H (-1.492, 0.516, -0.501)  0.282
H (3.794, 1.678, -0.135)  0.215
H (2.721, 1.828, -1.558)  0.312
H (4.181, 0.886, -1.710)  0.296
H (0.786, -1.923, 0.061)  0.328
H (-0.096, -1.890, -1.433)  0.306
H (-2.499, -2.359, 1.869)  0.233
H (-3.505, -1.713, 0.677)  0.173
H (0.367, 0.586, 1.318)  0.418

* structure (SMILES): C=[S@@](=O)(O)OC.CC(N)=O
* LUMO energy: 0.83 eV
* HOMO-LUMO gap: 9.79 eV
* HOMO level: -8.956 eV
* M: 169.20 g/mol



Pick *a*: it beats the second-best structure by 150.6 kJ/mol.



*a*
Molecular formula: C4H9BO2
Method: DFT, ωB97M-V with the def2-TZVPD basis set

Last column: Mulliken charge in e.
CARTESIAN COORDINATES (ANGSTROEM)
B (-0.934, -0.622, 3.071)  0.489
C (-0.051, 0.496, 0.075)  -0.202
C (-1.302, -0.056, 0.758)  -0.538
C (0.291, 0.089, -1.125)  0.006
C (1.378, 0.618, -1.978)  -1.191
O (-0.697, -0.877, 1.754)  -0.310
O (-0.287, -1.465, 3.947)  -0.532
H (0.308, 1.398, 0.480)  0.379
H (-1.844, -0.199, 3.631)  -0.101
H (-1.914, 0.754, 1.202)  0.322
H (-1.785, -0.714, 0.042)  0.293
H (-0.174, -0.948, -1.487)  0.128
H (1.664, 0.008, -2.783)  0.350
H (2.322, 0.840, -1.426)  0.294
H (1.247, 1.593, -2.396)  0.313
H (0.469, -1.844, 3.550)  0.299

* structure (SMILES): C/C=C/COBO
* LUMO energy: 0.84 eV
* HOMO-LUMO gap: 10.44 eV
* HOMO level: -9.595 eV
* M: 99.93 g/mol



*b*
Molecular formula: C4H9BO2
Method: DFT, ωB97M-V with the def2-TZVPD basis set

Last column: Mulliken charge in e.
CARTESIAN COORDINATES (ANGSTROEM)
B (-0.164, 1.018, -0.961)  0.707
C (0.234, -2.283, -0.311)  -0.894
C (-0.436, -1.338, 0.311)  -0.331
C (-0.220, 0.647, 1.736)  -1.407
C (0.089, 0.058, 0.354)  0.334
O (-1.036, 0.607, -1.970)  -0.554
O (0.695, 2.077, -1.135)  -0.580
H (-0.063, -3.281, -0.331)  0.319
H (1.180, -2.113, -0.592)  0.324
H (-1.265, -1.608, 1.008)  0.285
H (0.050, 1.792, 1.881)  0.277
H (-1.210, 0.599, 2.087)  0.415
H (0.418, 0.158, 2.530)  0.360
H (1.725, 0.066, 0.181)  0.185
H (-0.890, 1.021, -2.808)  0.272
H (0.891, 2.579, -1.981)  0.290

* LUMO energy: 0.28 eV
* HOMO-LUMO gap: 9.26 eV
* HOMO level: -8.984 eV
* M: 99.93 g/mol



Pick *a*: it beats the second-best structure by 112.7 kJ/mol.



*a*
Molecular formula: C9H11N2O
Method: DFT, ωB97M-V with the def2-TZVPD basis set

Last column: Mulliken charge in e.
CARTESIAN COORDINATES (ANGSTROEM)
C (-0.152, 2.273, -2.343)  -0.194
C (1.636, -2.171, 1.704)  -0.309
C (2.524, -1.266, 1.092)  -0.745
C (0.289, -2.195, 1.374)  -0.553
C (1.956, -0.386, 0.225)  -0.478
C (-0.277, -1.309, 0.504)  -0.028
C (0.543, -0.316, -0.007)  0.088
C (-1.426, 0.780, -1.277)  -0.312
C (0.042, 0.614, -0.986)  0.639
N (0.745, 1.501, -1.682)  -0.567
N (-1.415, 1.945, -2.053)  -0.071
O (-1.860, 1.135, 1.603)  -0.713
H (0.099, 3.156, -2.941)  0.425
H (1.960, -2.989, 2.366)  0.364
H (3.537, -1.324, 1.416)  0.442
H (-0.417, -2.927, 1.779)  0.370
H (2.475, 0.334, -0.315)  0.606
H (-1.299, -1.365, 0.147)  0.297
H (-1.954, 0.986, -0.326)  0.402
H (-1.781, -0.280, -1.661)  0.339
H (-0.831, 1.038, 1.595)  0.352
H (-2.216, 2.189, -2.630)  0.279
H (-2.179, 0.576, 2.413)  0.366

* LUMO energy: -5.26 eV
* HOMO-LUMO gap: 8.01 eV
* HOMO level: -13.271 eV
* charge: +1
* M: 163.20 g/mol



*b*
Molecular formula: C9H11N2O
Method: DFT, ωB97M-V with the def2-TZVPD basis set

Last column: Mulliken charge in e.
CARTESIAN COORDINATES (ANGSTROEM)
C (2.121, -1.524, 1.498)  -0.585
C (0.918, -2.390, 1.272)  -0.430
C (1.734, -0.256, 1.259)  -0.451
C (-0.082, -1.608, 1.013)  -0.944
C (-1.217, 2.152, 1.826)  0.098
C (-0.419, 0.686, 0.148)  0.449
C (0.275, -0.103, 1.147)  0.374
C (-1.418, 1.098, -2.079)  -1.206
C (-0.155, -0.947, -1.710)  -1.096
N (-0.766, 1.914, 0.494)  -0.131
N (-0.696, 0.295, -1.092)  0.040
O (-0.717, 1.738, 2.802)  -0.300
H (3.122, -1.766, 1.699)  0.533
H (0.918, -3.388, 1.246)  0.634
H (2.348, 0.668, 1.251)  0.374
H (-0.002, 0.339, 2.114)  0.762
H (-2.328, 1.792, -1.787)  0.348
H (-0.662, 1.734, -2.528)  0.484
H (-1.875, 0.390, -2.828)  0.421
H (-0.789, -1.833, -1.626)  0.239
H (-0.015, -0.579, -2.730)  0.541
H (0.699, -1.121, -1.208)  0.475
H (-0.993, 2.712, -0.181)  0.370

* LUMO energy (spin up / spin down): -4.57 / -5.32 eV
* HOMO-LUMO gap (spin up / spin down): 8.10 / 7.59 eV
* HOMO level (spin up / spin down): -12.667 / -12.910 eV
* charge: +1
* M: 163.20 g/mol



Pick *a*: it beats the second-best structure by 581.2 kJ/mol.



*a*
Molecular formula: C3H4N2O3
Method: DFT, ωB97M-V with the def2-TZVPD basis set

Last column: Mulliken charge in e.
CARTESIAN COORDINATES (ANGSTROEM)
C (0.490, -0.077, 0.816)  0.023
C (-1.579, -0.185, 0.047)  0.642
C (-0.684, -0.899, -0.791)  -0.436
N (1.249, 1.146, 0.303)  -0.085
N (0.496, -1.005, -0.215)  -0.266
O (-0.753, 0.246, 1.096)  -0.322
O (-2.768, 0.044, -0.144)  -0.572
O (1.175, 1.173, -1.075)  -0.386
H (0.972, -0.410, 1.752)  0.310
H (-0.872, -1.208, -1.751)  0.455
H (0.940, 1.982, 0.754)  0.272
H (1.336, -0.806, -0.795)  0.366

* LUMO energy (spin up / spin down): -0.64 / -1.12 eV
* HOMO-LUMO gap (spin up / spin down): 9.69 / 6.94 eV
* HOMO level (spin up / spin down): -10.329 / -8.062 eV
* M: 116.08 g/mol



*b*
Molecular formula: C3H4N2O3
Method: DFT, ωB97M-V with the def2-TZVPD basis set

Last column: Mulliken charge in e.
CARTESIAN COORDINATES (ANGSTROEM)
C (2.171, -1.935, 0.486)  -0.379
C (2.295, -0.793, 0.809)  -0.379
C (-1.096, 0.642, -0.506)  -0.182
N (-0.949, 1.465, 0.438)  -0.094
N (-1.736, -0.620, -0.245)  0.960
O (-0.357, 2.628, 0.252)  -0.300
O (-1.662, -1.428, -1.145)  -0.551
O (-2.287, -0.779, 0.813)  -0.507
H (2.082, -2.942, 0.202)  0.370
H (-0.081, 2.788, -0.675)  0.336
H (2.377, 0.210, 1.112)  0.395
H (-0.759, 0.763, -1.540)  0.330

* structure (SMILES): O=[N+]([O-])/C=N/O.C#C
* LUMO energy: -0.65 eV
* HOMO-LUMO gap: 10.26 eV
* HOMO level: -10.911 eV
* M: 116.08 g/mol



Pick *a*: it beats the second-best structure by 317.7 kJ/mol.